Formula: C6H34BNO9
Source: the OMol25 dataset
Level of theory: ωB97M-V/def2-TZVPD

Geometry as ORCA input:
```
! RIJCOSX wB97M-V def2-TZVPD def2/J DEFGRID3
* xyz 0 1
C -18.540 -60.717 -10.183
O -18.719 -60.131 -8.866
C -19.271 -61.095 -7.978
C -19.306 -60.567 -6.561
N -19.904 -61.578 -5.666
H -20.127 -61.067 -4.806
H -20.837 -62.020 -6.172
C -19.141 -62.595 -4.926
C -18.304 -63.598 -5.607
O -17.946 -64.564 -4.774
C -16.960 -65.508 -5.190
H -17.927 -61.751 -10.196
H -18.215 -59.911 -10.899
H -19.523 -61.053 -10.613
H -18.605 -61.965 -7.903
H -20.261 -61.298 -8.313
H -19.899 -59.683 -6.593
H -18.113 -60.290 -6.308
H -19.958 -63.081 -4.305
H -18.417 -61.946 -4.370
H -17.447 -63.248 -5.966
H -18.775 -63.980 -6.548
H -16.361 -65.800 -4.467
H -16.222 -64.873 -5.826
H -17.288 -66.164 -6.039
B -15.693 -63.369 -9.298
H -14.493 -63.905 -9.052
H -16.668 -63.975 -8.984
H -15.758 -62.266 -8.823
H -15.810 -63.287 -10.658
O -14.206 -63.080 -5.902
H -13.984 -64.083 -5.725
H -14.737 -62.934 -6.728
O -14.775 -66.611 -10.204
H -14.999 -65.798 -9.810
H -15.682 -67.123 -10.294
O -14.109 -63.029 -13.158
H -14.275 -63.946 -12.998
H -13.466 -62.515 -12.702
O -16.747 -61.946 -13.628
H -16.868 -62.523 -14.517
H -15.822 -62.093 -13.312
O -13.031 -61.008 -9.999
H -13.582 -60.466 -10.591
H -13.550 -61.843 -9.617
O -12.062 -64.734 -10.403
H -12.955 -64.666 -10.064
H -12.425 -64.960 -11.293
O -19.618 -63.966 -10.105
H -19.420 -64.958 -10.096
H -18.889 -63.550 -9.801
*
```

Relative energy (zero: lowest compared OMol25 entry of this formula, charge and spin)   13.2 kcal/mol

=====

Formula: C9H40BCuN18O9
Source: the OMol25 dataset
Level of theory: ωB97M-V/def2-TZVPD

Geometry as ORCA input:
```
! RIJCOSX wB97M-V def2-TZVPD def2/J DEFGRID3
* xyz 1 2
Cu -0.827 -0.989 -1.996
B 0.210 -0.100 -0.039
H -0.343 0.535 -0.714
H 1.014 -0.581 -0.573
H 0.554 0.380 0.865
H -0.506 -0.857 0.240
C 1.971 -0.386 -3.741
O 0.914 -0.055 -3.097
N 2.119 -1.445 -4.449
N 3.026 0.325 -3.621
H 1.429 -2.182 -4.448
H 3.030 -1.552 -4.870
H 2.931 1.144 -3.038
H 3.900 0.019 -4.026
C -2.996 1.363 -2.962
O -2.289 0.650 -2.326
N -2.559 2.142 -3.860
N -4.253 1.631 -2.651
H -1.577 2.212 -4.084
H -3.165 2.710 -4.437
H -4.826 1.005 -2.104
H -4.752 2.106 -3.391
C -0.570 3.551 1.764
O -0.621 4.424 2.596
N -1.431 3.180 0.793
N 0.591 2.885 1.456
H -2.259 3.757 0.809
H -1.199 2.331 0.297
H 1.316 3.081 2.133
H 0.702 1.993 0.996
C 3.783 -0.802 0.077
O 4.951 -0.881 0.276
N 2.808 -1.639 0.380
N 3.286 0.270 -0.368
H 1.909 -1.400 -0.014
H 2.872 -2.399 1.042
H 3.883 1.036 -0.644
H 2.289 0.190 -0.510
C 1.497 3.407 -2.643
O 0.510 3.240 -3.329
N 2.727 3.390 -3.105
N 1.465 3.287 -1.358
H 3.519 3.533 -2.495
H 2.889 3.320 -4.100
H 0.524 3.152 -1.015
H 2.290 3.311 -0.776
C -0.429 -2.869 3.333
O -1.171 -3.730 2.874
N 0.370 -3.067 4.300
N -0.177 -1.813 2.586
H 0.481 -4.017 4.623
H 0.837 -2.341 4.825
H -0.736 -1.600 1.772
H 0.609 -1.192 2.711
C -0.736 0.722 4.650
O -1.811 0.606 4.097
N 0.417 1.001 4.089
N -0.593 0.244 5.810
H 1.237 0.694 4.593
H 0.452 1.657 3.322
H -1.435 -0.125 6.229
H 0.256 0.337 6.348
C -4.177 -0.259 1.063
O -4.918 -0.329 0.122
N -3.193 -1.088 1.238
N -4.095 0.721 1.962
H -2.840 -1.034 2.183
H -2.974 -1.752 0.510
H -3.381 0.648 2.673
H -4.717 1.516 1.988
C 0.274 -4.113 -1.473
O 0.219 -2.948 -1.700
N -0.382 -4.617 -0.528
N 0.806 -5.120 -2.224
H -0.694 -3.897 0.108
H -0.580 -5.560 -0.227
H 0.952 -6.011 -1.771
H 1.393 -4.960 -3.031
*
```

Relative energy (zero: lowest compared OMol25 entry of this formula, charge and spin)   0.0 kcal/mol

=====

Formula: C4H12NO3
Source: the OMol25 dataset
Level of theory: ωB97M-V/def2-TZVPD

Geometry as ORCA input:
```
! RIJCOSX wB97M-V def2-TZVPD def2/J DEFGRID3
* xyz 1 1
C 0.328 -2.078 -0.445
C -0.789 -1.537 0.527
C -1.145 -0.133 0.005
C -0.339 0.888 0.777
O -0.724 2.151 0.351
O 0.966 0.597 0.803
N -0.427 -2.415 -1.631
H 0.987 -1.208 -0.663
H 0.842 -2.973 -0.065
H -0.419 -1.414 1.529
H -1.618 -2.226 0.387
H -2.209 0.119 -0.098
H -0.625 -0.025 -1.035
H 0.027 2.791 0.346
H 0.025 -3.058 -2.291
H -0.498 0.469 -1.758
H -0.682 0.897 1.907
H 2.553 3.715 0.322
H 1.952 2.319 0.780
O 1.797 3.119 0.252
*
```

Relative energy (zero: lowest compared OMol25 entry of this formula, charge and spin)   267.9 kcal/mol

=====

Formula: C2H6N3OS
Source: the OMol25 dataset
Level of theory: ωB97M-V/def2-TZVPD

Geometry as ORCA input:
```
! RIJCOSX wB97M-V def2-TZVPD def2/J DEFGRID3
* xyz 1 1
C 2.040 -1.068 -0.030
C 0.201 0.261 -0.153
N 1.288 -0.128 -0.836
N 1.283 -1.163 1.084
N 0.089 -0.466 0.945
O 3.128 -1.408 -0.304
S -2.121 -1.338 -0.509
H -0.096 1.252 -0.352
H -2.845 -2.474 -1.339
H 1.487 0.300 -1.662
H 1.424 -1.741 2.000
H -0.558 -0.287 1.672
H -2.463 -2.347 0.271
*
```

Relative energy (zero: lowest compared OMol25 entry of this formula, charge and spin)   77.5 kcal/mol

=====

Formula: C18H36O6
Source: the OMol25 dataset
Level of theory: ωB97M-V/def2-TZVPD

Geometry as ORCA input:
```
! RIJCOSX wB97M-V def2-TZVPD def2/J DEFGRID3
* xyz 0 1
C 16.230 -6.573 -3.840
C 15.624 -6.455 -2.425
C 14.426 -7.376 -2.219
O 15.929 -5.549 -1.692
H 17.319 -6.538 -3.852
H 15.828 -5.681 -4.321
H 15.917 -7.536 -4.244
H 14.611 -8.058 -1.389
H 14.104 -7.858 -3.142
H 13.779 -6.587 -1.835
C 11.035 -12.179 1.866
C 11.713 -10.794 1.662
C 13.074 -10.596 1.016
O 11.047 -9.796 1.881
H 11.545 -12.555 2.753
H 11.141 -12.822 0.992
H 9.971 -12.067 2.076
H 13.120 -9.552 0.706
H 13.015 -11.178 0.096
H 13.898 -10.893 1.666
C 12.693 -7.684 2.629
C 13.333 -7.558 1.201
C 13.192 -6.245 0.469
O 14.116 -8.476 0.821
H 11.629 -7.459 2.563
H 13.269 -7.074 3.326
H 12.713 -8.686 3.056
H 13.991 -6.221 -0.272
H 13.325 -5.320 1.030
H 12.240 -6.214 -0.061
C 13.508 -5.156 4.673
C 14.181 -4.916 6.003
C 14.923 -3.611 6.274
O 14.189 -5.846 6.753
H 12.841 -4.316 4.477
H 12.954 -6.088 4.562
H 14.324 -5.233 3.955
H 15.838 -3.552 5.686
H 15.139 -3.413 7.324
H 14.248 -2.826 5.933
C 14.080 -11.525 4.284
C 13.113 -10.401 4.468
C 11.718 -10.761 4.913
O 13.479 -9.257 4.223
H 13.596 -12.501 4.330
H 14.901 -11.513 5.001
H 14.409 -11.441 3.248
H 11.674 -10.546 5.981
H 11.645 -11.824 4.682
H 11.067 -10.115 4.323
C 10.779 -5.089 1.344
C 9.552 -4.773 2.204
C 9.176 -3.278 2.144
O 8.945 -5.626 2.894
H 10.460 -5.316 0.327
H 11.198 -6.042 1.669
H 11.634 -4.412 1.338
H 9.508 -2.924 1.168
H 9.822 -2.887 2.930
H 8.164 -2.970 2.408
*
```

SMILES string   CC(C)=O.CC(C)=O.CC(C)=O.CC(C)=O.CC(C)=O.CC(C)=O
Relative energy (zero: lowest compared OMol25 entry of this formula, charge and spin)   111.9 kcal/mol

=====

Formula: C22H37NO12P2
Source: the OMol25 dataset
Level of theory: ωB97M-V/def2-TZVPD

Geometry as ORCA input:
```
! RIJCOSX wB97M-V def2-TZVPD def2/J DEFGRID3
* xyz 0 1
C 4.909 -4.109 -2.197
O 4.300 -2.830 -2.234
C 3.200 -2.758 -1.329
C 3.124 -1.315 -0.793
C 1.752 -0.674 -1.044
C 0.677 -1.142 -0.011
C -0.616 -1.390 -0.748
C -1.382 -0.354 -1.292
C -2.550 -0.578 -1.999
C -3.040 -1.876 -2.215
C -4.298 -2.073 -3.025
C -5.240 -3.090 -2.319
C -5.800 -4.157 -3.195
O -6.582 -3.045 -2.710
C -2.282 -2.898 -1.671
C -1.101 -2.670 -0.950
C -0.572 -4.014 -0.515
O 0.511 -4.366 -0.153
N -1.710 -4.847 -0.616
C -2.467 -4.396 -1.734
O -3.033 -5.101 -2.512
H 5.601 -4.220 -3.030
H 4.140 -4.889 -2.259
H 5.461 -4.210 -1.254
H 3.333 -3.477 -0.516
H 2.287 -2.999 -1.886
H 3.942 -0.746 -1.235
H 3.260 -1.335 0.294
H 1.400 -1.037 -2.017
H 1.785 0.414 -1.134
H 1.056 -2.057 0.438
H 0.493 -0.358 0.727
H -0.999 0.651 -1.136
H -3.056 0.290 -2.405
H -4.124 -2.461 -4.026
H -4.924 -1.179 -2.992
H -4.994 -3.365 -1.295
H -5.511 -4.064 -4.233
H -6.033 -5.092 -2.706
H -1.511 -5.829 -0.806
C 1.984 -0.108 7.664
O 1.443 0.624 6.554
P 2.290 0.562 5.090
O 3.018 1.859 5.343
O 0.916 0.729 4.265
C 0.087 1.858 4.529
O 3.038 0.228 3.642
C 4.456 0.004 3.686
H 1.334 0.051 8.521
H 2.018 -1.176 7.444
H 2.987 0.254 7.904
H 0.670 2.706 4.888
H -0.674 1.597 5.265
H -0.403 2.131 3.596
H 4.746 -0.575 4.562
H 4.973 0.962 3.693
H 4.735 -0.551 2.792
C 0.137 7.441 -2.203
O -0.908 6.901 -1.373
P -1.156 5.260 -1.432
O -2.271 5.143 -2.411
O -1.606 5.182 0.106
C -2.821 5.816 0.497
O -0.555 3.743 -1.345
C -0.017 3.194 -2.561
H 0.156 8.518 -2.060
H 1.107 7.032 -1.916
H -0.062 7.223 -3.254
H -3.532 5.865 -0.328
H -2.613 6.822 0.863
H -3.255 5.230 1.305
H 0.541 3.939 -3.126
H -0.827 2.800 -3.172
H 0.657 2.382 -2.293
*
```

SMILES string   COCCCCc1ccc(C[C@@H]2CO2)c2c1C(=O)NC2=O.COP(=O)(OC)OC.COP(=O)(OC)OC
E_tot   -68049.21351 eV